No. 1
{"formula": "C5H10N3O2", "method": "ωB97M-V/def2-TZVPD", "de_lowest_kcal_mol": 73.2, "charge": 1, "multiplicity": 1, "homo_energy_ev": -13.21, "e_tot_ha": -510.92516, "elements": ["C", "C", "C", "C", "C", "N", "N", "N", "O", "O", "H", "H", "H", "H", "H", "H", "H", "H", "H", "H"], "coordinates": [[0.406, 2.113, 0.892], [1.299, -1.844, -0.116], [1.500, 2.293, 0.160], [2.201, -2.186, -1.005], [-0.924, 0.453, -0.326], [-0.758, 1.326, 0.595], [-1.809, -0.496, -0.283], [-2.675, -0.610, 0.758], [0.345, -1.584, 0.522], [0.018, 0.410, -1.285], [0.148, 2.573, 1.832], [1.875, 1.796, -0.732], [2.299, 2.785, 0.662], [2.389, -3.211, -1.207], [3.083, -1.573, -0.892], [-1.764, -1.226, -1.045], [-3.657, -0.838, 0.520], [-1.589, 1.266, 1.218], [-2.351, -1.059, 1.526], [-0.035, -0.387, -1.795]]}



No. 2
{"formula": "C5H10N3O2", "method": "ωB97M-V/def2-TZVPD", "de_lowest_kcal_mol": 24.7, "charge": 1, "multiplicity": 1, "homo_energy_ev": -14.20, "e_tot_ha": -511.00259, "smiles": "N[C@]1([NH3+])CO[C@@H]2CC(=O)N21", "elements": ["C", "C", "C", "C", "C", "N", "N", "N", "O", "O", "H", "H", "H", "H", "H", "H", "H", "H", "H", "H"], "coordinates": [[2.193, 0.392, -0.168], [2.449, -1.083, 0.007], [-0.491, -0.623, 1.059], [1.021, -1.375, -0.489], [-0.221, 0.587, 0.134], [0.848, 0.215, -0.676], [-0.210, 1.818, 0.658], [-1.563, 0.492, -1.064], [2.753, 1.414, 0.017], [-0.007, -1.741, 0.354], [3.241, -1.481, -0.622], [2.650, -1.367, 1.039], [0.069, -0.449, 1.990], [-1.535, -0.815, 1.309], [0.951, -1.933, -1.421], [0.314, 2.552, 0.206], [-0.812, 2.080, 1.419], [-2.479, 0.495, -0.618], [-1.442, -0.364, -1.607], [-1.479, 1.297, -1.686]]}



No. 3
{"formula": "C5H10N4", "method": "ωB97M-V/def2-TZVPD", "de_lowest_kcal_mol": 83.5, "charge": 0, "multiplicity": 1, "homo_energy_ev": -7.80, "e_tot_ha": -415.42379, "smiles": "NN1C=NN[C@H]2CC[C@@H]21", "elements": ["C", "C", "C", "C", "C", "H", "H", "H", "H", "H", "H", "H", "H", "H", "H", "N", "N", "N", "N"], "coordinates": [[1.373, -1.073, 1.108], [-0.949, -0.306, 0.476], [-1.970, 0.578, -0.298], [-0.835, 0.800, -1.293], [0.176, 0.451, -0.197], [2.428, -0.556, -1.729], [2.462, 0.847, -0.922], [2.316, -1.640, 1.207], [-1.385, -0.701, 2.502], [-1.021, -1.307, 0.048], [-2.837, 0.123, -0.679], [-2.223, 1.496, 0.238], [-0.869, 0.002, -2.029], [-0.686, 1.786, -1.794], [0.423, 1.415, 0.294], [2.463, -0.160, -0.798], [1.286, -0.457, -0.133], [0.525, -1.035, 2.087], [-0.677, -0.264, 1.910]]}



No. 4
{"formula": "C5H10N4", "method": "ωB97M-V/def2-TZVPD", "de_lowest_kcal_mol": 85.6, "charge": 0, "multiplicity": 1, "homo_energy_ev": -8.11, "e_tot_ha": -415.42045, "smiles": "N/N=C1/NNCC12CC2", "elements": ["C", "C", "C", "C", "C", "H", "H", "H", "H", "H", "H", "H", "H", "H", "H", "N", "N", "N", "N"], "coordinates": [[0.152, -0.930, 0.371], [-1.804, 0.297, -0.048], [-0.258, 0.448, 0.186], [0.450, 1.505, -0.529], [0.361, 1.520, 0.977], [3.090, -1.653, -0.274], [2.173, -0.527, -1.090], [-0.900, -2.695, 0.321], [-1.824, -1.334, -1.162], [-2.069, 0.852, -0.966], [-2.311, 0.725, 0.804], [1.488, 1.331, -0.866], [-0.065, 2.326, -1.093], [1.303, 1.208, 1.429], [-0.249, 2.289, 1.472], [2.384, -0.889, -0.139], [1.222, -1.631, 0.282], [-1.046, -1.743, 0.555], [-2.096, -1.099, -0.230]]}



No. 5
{"formula": "C5H10N4", "method": "ωB97M-V/def2-TZVPD", "de_lowest_kcal_mol": 128.1, "charge": 0, "multiplicity": 1, "homo_energy_ev": -8.73, "e_tot_ha": -415.35267, "elements": ["C", "C", "C", "C", "C", "N", "N", "N", "N", "H", "H", "H", "H", "H", "H", "H", "H", "H", "H"], "coordinates": [[0.463, 0.153, 0.821], [0.465, -0.325, -0.626], [-0.677, -0.696, 0.276], [0.328, 1.629, 1.099], [-1.126, -2.024, 0.730], [-2.014, 0.302, -0.547], [-1.417, 0.840, -1.439], [-0.101, 0.656, -1.611], [0.595, 0.775, -2.832], [1.130, -0.448, 1.473], [1.299, -0.652, -1.128], [0.326, 2.022, 2.155], [-0.650, 1.988, 0.774], [0.996, 2.123, 0.376], [-1.811, -2.077, 1.708], [-0.305, -2.561, 1.050], [-1.530, -2.528, -0.223], [0.373, 1.634, -3.238], [0.298, -0.083, -3.417]]}



No. 6
{"formula": "C5H10N4", "method": "ωB97M-V/def2-TZVPD", "de_lowest_kcal_mol": 32.2, "charge": 2, "multiplicity": 1, "homo_energy_ev": -18.22, "e_tot_ha": -414.83538, "elements": ["C", "C", "C", "C", "C", "N", "N", "N", "N", "H", "H", "H", "H", "H", "H", "H", "H", "H", "H"], "coordinates": [[2.778, 0.546, -0.994], [3.273, -0.384, -0.025], [1.414, 0.269, -1.017], [-2.011, -0.628, 0.379], [-2.867, 1.547, 0.366], [2.334, -1.160, 0.416], [1.107, -0.758, -0.105], [-2.126, 0.400, 1.013], [-1.749, -1.533, -0.326], [3.383, 1.261, -1.404], [4.255, -0.433, 0.414], [0.556, 0.695, -1.553], [-3.340, 1.136, -0.536], [-3.575, 1.996, 1.063], [-2.025, 2.190, 0.136], [2.397, -2.058, 1.006], [-1.999, 0.563, 2.081], [-2.194, -2.246, -0.817], [0.389, -1.402, -0.095]]}



No. 7
{"formula": "C5H10N4O", "method": "ωB97M-V/def2-TZVPD", "de_lowest_kcal_mol": 183.8, "charge": 0, "multiplicity": 1, "homo_energy_ev": -7.55, "e_tot_ha": -490.50947, "elements": ["C", "C", "C", "C", "C", "N", "N", "N", "N", "O", "H", "H", "H", "H", "H", "H", "H", "H", "H", "H"], "coordinates": [[-0.892, -1.021, 0.712], [-1.990, -1.173, -0.234], [-1.131, -0.737, 2.138], [1.543, 1.530, -1.689], [1.995, 0.628, 0.483], [-0.727, 0.125, -1.669], [-3.044, -1.864, 0.003], [-0.115, 0.221, -0.586], [1.027, 0.879, -0.498], [-1.789, -0.594, -1.511], [-1.610, -1.774, 2.508], [-1.829, 0.037, 2.294], [-0.130, -0.545, 2.569], [2.355, 2.267, -1.473], [2.216, 0.867, -2.398], [0.842, 1.970, -2.209], [2.260, 1.374, 1.258], [1.698, -0.385, 1.059], [2.918, 0.222, 0.074], [-3.598, -2.026, -0.831]]}



No. 8
{"formula": "C5H10N4O", "method": "ωB97M-V/def2-TZVPD", "de_lowest_kcal_mol": 116.3, "charge": 2, "multiplicity": 1, "homo_energy_ev": -17.36, "e_tot_ha": -489.98760, "elements": ["C", "C", "C", "C", "C", "N", "N", "N", "N", "O", "H", "H", "H", "H", "H", "H", "H", "H", "H", "H"], "coordinates": [[0.563, 2.602, -1.022], [0.170, 0.590, -0.072], [0.378, -1.828, 3.221], [-1.539, 0.130, -1.430], [0.590, -0.482, -2.224], [-0.006, 1.957, -1.952], [0.598, 1.807, 0.171], [0.210, -2.516, 4.263], [-0.155, 0.610, -1.514], [0.457, -1.196, 2.294], [0.936, 3.631, -0.918], [-1.898, -0.236, -2.416], [-1.609, -0.477, -0.648], [-2.314, 0.881, -1.155], [0.068, -1.432, -2.073], [0.668, 0.003, -3.220], [1.685, -0.647, -1.846], [0.981, 2.233, 0.997], [0.595, -3.507, 4.432], [-0.377, -2.123, 5.112]]}



No. 9
{"formula": "C5H10N4O2", "method": "ωB97M-V/def2-TZVPD", "de_lowest_kcal_mol": 45.9, "charge": 0, "multiplicity": 1, "homo_energy_ev": -8.32, "e_tot_ha": -565.94153, "smiles": "C/N=C(O)/N=C\\C(=N\\O)NC", "elements": ["C", "C", "C", "C", "C", "N", "N", "N", "N", "O", "O", "H", "H", "H", "H", "H", "H", "H", "H", "H", "H"], "coordinates": [[0.343, 1.817, -0.810], [1.288, 0.770, -0.352], [-1.666, 0.897, 0.008], [-2.593, -1.240, 0.268], [1.770, -1.669, -0.330], [-1.654, -0.324, -0.324], [-0.904, 1.861, -0.617], [2.211, 1.311, 0.349], [1.051, -0.495, -0.771], [-2.530, 1.422, 0.907], [3.174, 0.488, 0.980], [0.788, 2.692, -1.271], [-2.680, -2.100, -0.394], [-3.573, -0.781, 0.423], [-2.217, -1.574, 1.238], [1.855, -2.358, -1.172], [2.764, -1.389, 0.007], [1.248, -2.171, 0.491], [0.085, -0.659, -1.046], [-2.441, 2.385, 0.910], [3.680, 1.118, 1.506]]}



No. 10
{"formula": "C5H10NO", "method": "ωB97M-V/def2-TZVPD", "de_lowest_kcal_mol": 27.2, "charge": -1, "multiplicity": 1, "homo_energy_ev": -2.12, "e_tot_ha": -326.44193, "smiles": "C=NCCCC[O-]", "elements": ["C", "O", "C", "C", "C", "C", "N", "H", "H", "H", "H", "H", "H", "H", "H", "H", "H"], "coordinates": [[-0.800, -2.087, -1.025], [-0.276, -3.123, -1.690], [0.106, -0.808, -0.942], [-0.237, 0.106, 0.228], [0.468, 1.452, 0.099], [0.727, 2.333, 2.233], [0.052, 2.394, 1.164], [-1.710, -1.719, -1.578], [-1.092, -2.266, 0.048], [-0.003, -0.261, -1.895], [1.170, -1.054, -1.051], [0.236, -0.327, 1.120], [-1.317, 0.192, 0.341], [0.166, 1.996, -0.802], [1.550, 1.345, -0.027], [1.347, 1.440, 2.391], [0.738, 3.159, 2.937]]}



No. 11
{"formula": "C5H10NO", "method": "ωB97M-V/def2-TZVPD", "de_lowest_kcal_mol": 6.7, "charge": -1, "multiplicity": 1, "homo_energy_ev": -2.41, "e_tot_ha": -326.47467, "smiles": "C=C(N)CCC[O-]", "elements": ["C", "O", "C", "C", "C", "C", "N", "H", "H", "H", "H", "H", "H", "H", "H", "H", "H"], "coordinates": [[-1.914, 0.966, 0.026], [-3.181, 0.796, -0.357], [-1.226, -0.408, 0.268], [0.163, -0.502, 0.926], [1.309, -0.230, -0.001], [2.107, -1.184, -0.504], [1.317, 1.074, -0.532], [-1.799, 1.561, 0.976], [-1.320, 1.582, -0.710], [-1.227, -0.916, -0.705], [-1.945, -0.921, 0.906], [0.196, 0.239, 1.735], [0.307, -1.478, 1.393], [2.815, -0.950, -1.287], [2.238, -2.107, 0.043], [0.381, 1.417, -0.741], [1.779, 1.060, -1.437]]}



No. 12
{"formula": "C5H10NO", "method": "ωB97M-V/def2-TZVPD", "de_lowest_kcal_mol": 62.9, "charge": -1, "multiplicity": 1, "homo_energy_ev": -1.86, "e_tot_ha": -326.38513, "smiles": "C=NCCCC[O-]", "elements": ["C", "O", "C", "C", "C", "C", "N", "H", "H", "H", "H", "H", "H", "H", "H", "H", "H"], "coordinates": [[1.896, 1.396, 0.032], [2.807, 2.023, -0.843], [1.045, 0.539, -0.958], [-0.032, -0.028, 0.032], [-0.982, -1.047, -0.742], [-2.119, -1.111, 1.422], [-2.062, -1.524, 0.168], [2.354, 0.693, 0.741], [1.105, 2.047, 0.521], [1.626, -0.253, -1.369], [0.559, 1.206, -1.681], [-0.698, 0.878, 0.250], [0.359, -0.440, 0.991], [-0.354, -1.991, -0.930], [-1.217, -0.654, -1.665], [-2.314, -1.670, 2.303], [-1.972, -0.064, 1.728]]}



No. 13
{"formula": "C5H10NO", "method": "ωB97M-V/def2-TZVPD", "de_lowest_kcal_mol": 42.3, "charge": -1, "multiplicity": 1, "homo_energy_ev": -2.48, "e_tot_ha": -326.41782, "smiles": "C=CCCNC[O-]", "elements": ["C", "C", "C", "C", "N", "C", "O", "H", "H", "H", "H", "H", "H", "H", "H", "H", "H"], "coordinates": [[0.284, 0.629, 0.653], [-1.100, -0.045, 1.037], [-1.484, -0.913, -0.183], [-2.547, -1.082, -0.966], [1.120, 0.099, -0.449], [2.480, 0.836, -0.410], [3.426, 0.115, 0.123], [0.971, 0.599, 1.500], [0.012, 1.669, 0.479], [-1.748, 0.807, 1.141], [-1.000, -0.824, 1.789], [-0.698, -1.657, -0.279], [-2.770, -2.070, -1.378], [-3.248, -0.344, -1.337], [1.449, -0.839, -0.223], [2.547, 1.138, -1.506], [2.309, 1.883, 0.010]]}